Entry 1:
8
Properties=species:S:1:pos:R:3:nbo_charge:R:1 method="wB97M-V/def2-TZVPD" lumo_energy_ev="-0.08 / -0.13" homo_lumo_gap_ha="0.284 / 0.304" e_tot_ev=-17502.497 total_charge=0 mol_weight_g_mol=93.107
N 1.17342 -0.74351 1.22139 -1.06
H 1.33772 -1.54111 0.63512 0.41
C -0.88244 1.14713 -1.41541 0.31
O -1.14170 -1.39943 0.78182 -0.89
S -0.40037 -0.18707 1.09702 1.17
O -1.73509 0.72675 -2.13745 -0.47
H 1.87055 -0.05529 1.50180 0.40
H -0.22209 2.05253 -1.68428 0.12

=====

Entry 2:
93
Properties=species:S:1:pos:R:3:lowdin_charge:R:1 method="wB97M-V/def2-TZVPD" lumo_energy_ev=0.35 homo_lumo_gap_ha=0.361 e_tot_ev=-97921.144 total_charge=0 mol_weight_g_mol=945.070
H 2.42383 4.56588 -4.47684 0.10
F 8.32673 -3.51720 2.36774 -0.13
S 7.41724 -2.90013 1.22141 0.79
F 8.58994 -3.07461 0.16382 -0.13
H -3.01565 2.04811 -3.42627 0.10
H -7.87110 1.17206 -1.43172 0.10
H -5.96271 -7.36059 -1.26959 0.10
C 1.58171 4.46988 -3.80534 -0.07
F 8.22607 -0.47956 -0.62493 0.11
C 1.49239 3.38289 -2.94830 -0.15
H 0.73889 1.82664 2.77362 0.11
H 3.35887 1.69709 6.85039 0.13
F 9.39055 -1.31742 1.86341 0.14
H 0.74980 2.55477 0.46894 0.10
C -7.46478 -1.80492 0.10127 -0.08
H -1.29466 5.95165 -2.83855 0.10
F 6.91833 -4.35600 0.87537 -0.11
C 6.50878 0.61939 0.57018 -0.06
C 1.67320 2.10361 0.84355 -0.24
C -3.11739 -0.58451 -5.53451 -0.08
C 7.88324 -0.00880 0.59436 -0.47
H -6.81763 -6.60061 -3.49260 0.10
H -4.54248 -1.87312 3.37376 0.11
H 5.76031 -0.16782 0.48865 0.12
C -3.59979 0.43041 -4.72278 -0.08
H 6.47406 1.16789 -0.37534 0.14
C -5.37299 -3.77340 -2.35057 -0.15
C -6.28503 -5.92000 -2.84102 -0.08
B 3.93922 1.27277 4.73257 -0.56
C -6.13217 -1.63707 0.43974 -0.09
F 6.21401 -2.76025 2.25069 -0.13
H 7.09120 1.76189 2.36420 0.12
F 8.81975 0.91802 0.91623 0.12
H 4.88261 2.50322 6.30430 0.10
H -3.68002 0.42896 3.80313 0.10
H -1.33511 -1.53267 -6.27294 0.10
H 0.85918 0.34533 1.78857 0.10
C 8.09184 -1.15317 1.64703 -0.42
H -4.75758 -5.73126 0.16015 0.10
H -1.64145 1.17726 2.60533 0.10
H 2.32306 3.64033 1.87431 0.08
C 3.87497 2.20129 6.02821 -0.07
C -8.11350 -0.78753 -0.58049 -0.08
C -3.17721 -0.23697 3.11536 -0.07
C -6.06215 -4.60590 -3.22027 -0.07
H -3.78705 -1.24428 -6.06952 0.10
C -2.03957 0.18115 2.44324 -0.15
H -5.58478 -2.40866 0.95758 0.07
C -2.96921 -2.32239 1.97549 -0.08
H 2.08143 1.49762 0.03548 0.12
C 1.38108 1.26560 2.08716 -0.04
C -2.68778 1.24552 -4.07323 -0.07
H 2.26276 2.61937 -2.94615 0.11
C -5.50447 -0.45242 0.07736 -0.14
H -4.66408 0.58398 -4.59635 0.10
C -1.84520 -1.80422 1.34635 -0.14
C 6.20771 1.56320 1.75903 -0.01
N -4.91452 -4.16953 -1.16693 0.06
H 5.86479 2.51751 1.34157 0.13
H -9.15376 -0.87480 -0.86406 0.10
H -3.30576 -3.32530 1.75003 0.10
H -0.59782 1.63527 -3.77127 0.08
O 3.86583 0.60703 2.11177 0.31
B 2.69014 0.84420 2.81594 -0.49
H -1.28596 3.94612 -1.37573 0.11
N 0.48410 3.19831 -2.09983 0.05
H -1.29545 -2.39860 0.62529 0.11
O 2.77468 0.76463 4.20764 0.31
I 4.23290 5.02436 4.84347 0.82
C -0.47758 4.11814 -2.07934 -0.16
C -3.65089 -1.51576 2.87400 -0.10
B 5.04096 1.06086 2.66231 -0.53
H 0.60212 6.27697 -4.43503 0.10
C -1.74459 -0.74411 -5.65044 -0.16
N -0.85844 0.03081 -5.03092 0.05
O 1.86330 3.45546 5.58278 0.04
C -7.39576 0.35598 -0.89784 -0.17
O 5.12516 1.11289 4.06164 0.30
F 6.46340 -2.33714 0.07297 -0.14
C -1.33291 1.00809 -4.26035 -0.14
H -6.41418 -4.22899 -4.17096 0.10
O 2.62573 3.14615 1.10508 -0.07
C -5.81248 -6.34487 -1.60918 -0.07
H -4.46119 -0.28465 0.32254 0.10
C 3.04345 3.37722 5.62168 -0.82
N -1.38121 -0.57559 1.56974 0.06
C -0.48317 5.23901 -2.89605 -0.07
C 0.57012 5.41634 -3.77948 -0.08
H -5.18104 -2.73802 -2.60867 0.10
C -5.13695 -5.43262 -0.81180 -0.16
F 7.52239 -0.75968 2.79186 0.14
N -6.11468 0.53141 -0.58235 0.06
H -7.98793 -2.71738 0.35924 0.11

=====

Entry 3:
99
Properties=species:S:1:pos:R:3:lowdin_charge:R:1 method="wB97M-V/def2-TZVPD" lumo_energy_ev=-0.66 homo_lumo_gap_ha=0.315 e_tot_ev=-207994.792 total_charge=0 mol_weight_g_mol=856.944
C -3.91614 -1.71299 2.13619 -0.49
H -7.44285 0.55264 -0.44653 0.07
H -0.23921 1.76144 -6.15385 0.08
O 1.35623 2.20145 -4.03397 -0.06
H 10.43117 0.03435 -0.26143 0.08
H -3.90512 -3.26106 3.65692 0.08
H -1.14515 0.99915 5.43021 0.08
H -9.11856 0.02346 -0.51566 0.08
O -1.95476 1.11484 2.89446 -0.07
H -3.78629 -0.88918 2.83758 0.12
C -0.67163 0.03150 0.13203 -0.03
H 4.98459 0.23974 1.68582 0.06
H 8.71025 2.56891 1.94242 0.08
C 9.97963 0.97653 0.04883 -0.06
H -0.31456 2.56394 5.45596 0.08
H -3.44326 -3.82037 2.03830 0.08
H 1.62511 1.48117 -4.61279 0.07
N 2.43247 -3.93893 -1.37839 0.21
C 5.27649 -0.59010 2.31039 -0.18
H -0.72986 3.18446 1.75579 0.08
H -0.65942 1.02698 -0.29752 0.08
H 1.78645 -0.73159 2.30369 0.08
H 6.21988 -1.00152 1.97989 0.08
H -2.30915 -2.87479 2.99160 0.04
H 0.94287 -2.52197 -2.75235 0.04
O -3.16535 -1.36905 0.97156 -0.07
H 9.79695 1.58437 -0.83821 0.08
H -7.97886 2.10458 1.41442 0.14
C 2.46959 -3.60518 -0.26328 -0.46
H 0.42717 3.99491 -4.17055 0.14
H -1.20495 2.21808 -4.75923 0.08
H 1.27009 0.64498 0.65219 0.14
C -0.87248 3.27265 2.83337 -0.05
C 1.05574 -2.63506 1.55516 -0.69
O -8.31761 0.21215 2.04571 -0.06
C -8.47125 0.87072 -0.27351 -0.06
H -1.03152 3.34660 -6.11387 0.08
O 8.95936 -0.10709 1.95251 -0.06
C -3.36488 -2.99169 2.74746 -0.06
C 0.00370 -2.46083 -3.29879 -0.07
H -2.78979 1.56261 3.06311 0.09
H 0.08032 -0.95794 2.34596 0.10
H -10.37197 2.57686 0.80531 0.08
C 0.04403 -3.11988 0.63065 -0.24
H -1.29245 0.03915 1.00458 0.04
H 0.01960 1.36801 3.27024 0.13
H -1.07698 -0.63038 -0.61932 0.06
H 10.70777 1.49361 0.67976 0.08
H 1.25093 4.50414 -6.49018 0.08
I 3.16107 -5.04659 2.07345 0.96
H -10.21730 2.02816 2.48263 0.08
H 7.12577 1.81440 1.82032 0.06
Br 4.40865 -1.49537 -0.43005 0.89
H 7.80103 2.66459 0.42538 0.08
Cl 0.51959 -3.36029 3.13273 0.63
H -5.77125 -0.93469 1.34501 0.06
H -0.06480 3.88032 3.24387 0.08
C 0.10812 -1.55523 -4.51311 -0.50
H -5.98706 -2.09142 2.66548 0.08
C 1.70562 3.72630 -5.87536 -0.06
H 7.99571 0.16638 0.19073 0.13
H -2.06766 2.48031 5.21001 0.08
O -1.15414 -1.46925 -5.17794 -0.05
H 5.43131 -0.19299 3.29967 0.06
C -5.38927 -1.85601 1.78374 -0.06
C -10.09452 1.73420 1.44007 -0.07
H -0.76512 -2.09524 -2.61809 0.06
H 0.91331 -3.04562 -5.85595 0.08
O 1.43882 -0.90598 -0.62854 -0.09
C 4.18981 -1.60061 2.30876 -0.77
H -8.70240 1.68854 -0.95734 0.08
H 9.57680 0.36185 2.52151 0.08
C -0.51287 2.60117 -5.50920 -0.06
N -0.79602 -3.20953 -0.17338 0.26
C -0.91263 1.89636 3.47931 -0.49
C 0.72269 3.19082 -4.84533 -0.50
H -8.90855 -0.52230 1.85500 0.09
C 2.54442 -3.17357 1.12269 -0.75
Br 3.56547 -2.08407 4.03413 0.78
H -1.81754 3.79808 2.99427 0.08
C -8.66359 1.28998 1.17629 -0.50
C 8.69364 0.72166 0.81939 -0.50
H 2.58659 4.14070 -5.38439 0.08
C 8.04508 2.01957 1.27059 -0.06
H -5.53143 -2.65048 1.04482 0.08
H -1.38791 -2.35480 -5.47065 0.08
C 0.77807 -0.30944 0.47019 -0.39
H 2.14983 -2.09820 -5.01162 0.08
H -10.79102 0.91326 1.24951 0.08
H 2.04748 2.92161 -6.53195 0.08
H -3.26295 -2.08787 0.33723 0.08
C -1.11542 1.99346 4.98358 -0.06
H 0.35322 -0.54004 -4.18972 0.12
H 1.23147 -1.38913 -6.35374 0.07
C 3.65031 -2.11866 1.21897 -0.70
H -0.28708 -3.47148 -3.59777 0.09
C 0.95888 -1.13252 1.74452 -0.16
H 1.07292 -0.52533 -1.42592 0.09
C 1.16855 -2.04937 -5.48643 -0.06